This record from the Open Molecules 2025 dataset describes a structure of composition C22H25FN6O5PdSe. The level of theory is ωB97M-V/def2-TZVPD.

Properties
Relative energy (zero: lowest compared OMol25 entry of this formula, charge and spin)   0.0000 eV
2S+1   1
E_tot   -113923.448 eV
HOMO level   -13.17 eV
Net charge   +2
LUMO energy   -0.2161 hartree

Last column: Löwdin charge in e.
Geometry (Å):
Pd  4.08  -0.62  2.45  0.792
F  0.44  1.94  -3.73  0.079
C  -0.06  1.13  -2.77  -0.185
C  0.68  0.92  -1.65  0.096
C  0.23  0.05  -0.66  -0.046
C  1.07  -0.18  0.52  -0.313
O  2.14  0.38  0.71  0.026
C  0.51  -1.16  1.42  -0.132
C  -0.68  -1.76  1.22  0.070
N  -1.47  -1.47  0.15  0.009
C  -2.73  -2.16  0.00  -0.261
C  -4.00  -1.38  0.12  -0.088
C  -3.60  -2.33  1.20  -0.071
C  -1.01  -0.59  -0.82  -0.107
C  -1.76  -0.33  -1.97  0.068
C  -1.31  0.52  -2.96  -0.136
N  -2.11  0.73  -4.11  -0.099
C  -1.93  1.92  -4.94  -0.127
C  -3.10  2.00  -5.93  -0.069
N  -4.25  1.22  -5.37  0.058
C  -3.94  -0.26  -5.34  -0.066
C  -2.48  -0.42  -4.93  -0.121
C  0.89  -1.49  3.75  -0.518
O  -0.22  -1.61  4.13  0.215
O  1.94  -1.43  4.63  0.055
H  1.65  1.40  -1.53  0.147
H  -1.07  -2.48  1.92  0.152
H  -2.69  -2.97  -0.72  0.157
H  -4.82  -1.65  -0.53  0.107
H  -3.91  -0.32  0.34  0.117
H  -4.13  -3.27  1.29  0.116
H  -3.27  -1.90  2.14  0.114
H  -2.73  -0.80  -2.09  0.115
H  -1.00  1.92  -5.51  0.132
H  -1.92  2.80  -4.29  0.140
H  -2.86  1.55  -6.89  0.140
H  -3.42  3.03  -6.10  0.142
H  -5.11  1.40  -5.90  0.188
H  -4.42  1.53  -4.41  0.184
H  -4.14  -0.65  -6.34  0.140
H  -4.63  -0.71  -4.63  0.135
H  -1.83  -0.50  -5.81  0.140
H  -2.36  -1.34  -4.37  0.133
C  5.10  2.11  5.64  0.023
C  4.50  1.12  4.70  -0.224
N  4.84  0.96  3.48  -0.094
O  5.84  1.73  3.01  0.044
C  3.38  0.22  5.12  -0.188
C  2.80  0.36  6.48  0.035
N  3.00  -0.62  4.22  0.003
O  1.34  -1.48  2.50  0.012
H  5.88  2.68  5.14  0.091
H  5.53  1.59  6.50  0.109
H  4.34  2.79  6.01  0.106
H  5.99  1.42  2.10  0.090
H  3.60  0.26  7.22  0.112
H  2.03  -0.38  6.67  0.096
H  2.39  1.36  6.60  0.114
Se  3.96  -2.78  1.28  0.783
C  5.17  -1.53  0.78  -0.779
N  5.64  -0.45  0.87  0.038

***

This record from the Open Molecules 2025 dataset describes a cluster of 3 separate species, C22H25N3O10 in total in a non-equilibrium geometry. The level of theory is ωB97M-V/def2-TZVPD.

Properties
2S+1   1
E_tot   -48155.072 eV
HOMO level   -9.58 eV
SMILES   CC(=O)OCCCCCCOC(=O)ON=C=O.O=[N+]([O-])c1ccccc1.O=[N+]([O-])c1ccccc1
LUMO energy   -0.0314 hartree

Last column: Löwdin charge in e.
Geometry (Å):
C  4.84  -0.27  -3.13  -0.003
C  3.63  0.34  -2.33  -0.469
O  2.95  -0.43  -1.67  0.077
O  3.29  1.69  -2.29  -0.029
C  3.15  2.28  -3.60  -0.190
C  1.67  2.20  -4.18  -0.139
C  1.67  0.97  -5.22  -0.206
C  0.22  0.45  -5.58  -0.195
C  -0.47  -0.36  -4.38  -0.128
C  -1.83  0.33  -3.90  -0.152
O  -2.95  -0.58  -4.05  0.018
C  -4.00  -0.28  -3.21  -0.487
O  -4.79  -1.16  -2.96  0.160
O  -4.24  1.00  -2.67  -0.051
N  -4.99  1.79  -3.56  0.124
C  -4.53  2.98  -3.44  -0.202
O  -4.18  4.07  -3.59  0.225
H  5.76  0.39  -3.12  0.095
H  4.52  -0.50  -4.19  0.086
H  5.13  -1.24  -2.65  0.092
H  3.47  3.37  -3.49  0.131
H  3.83  1.85  -4.39  0.116
H  0.88  2.11  -3.39  0.103
H  1.50  3.19  -4.71  0.119
H  2.26  0.14  -4.71  0.100
H  2.27  1.28  -6.12  0.116
H  0.34  -0.28  -6.44  0.107
H  -0.47  1.26  -5.96  0.111
H  0.25  -0.53  -3.51  0.111
H  -0.70  -1.40  -4.78  0.120
H  -1.67  0.65  -2.82  0.106
H  -2.03  1.25  -4.52  0.127
O  -0.55  1.83  -1.29  0.035
N  -1.07  1.81  -0.18  -0.334
O  -1.85  2.66  0.22  0.080
C  -0.74  0.70  0.71  -0.143
C  0.17  -0.26  0.29  0.004
C  0.51  -1.29  1.15  -0.042
C  -0.08  -1.37  2.42  -0.066
C  -1.00  -0.41  2.82  -0.072
C  -1.33  0.63  1.97  0.003
H  0.63  -0.21  -0.69  0.095
H  1.22  -2.05  0.84  0.113
H  0.19  -2.17  3.08  0.075
H  -1.45  -0.47  3.80  0.101
H  -2.05  1.38  2.29  0.118
O  0.63  -0.60  5.12  0.071
N  0.47  -1.73  5.56  -0.323
O  0.78  -2.75  4.97  0.061
C  -0.15  -1.87  6.88  -0.140
C  -0.55  -0.73  7.57  0.000
C  -1.16  -0.87  8.81  -0.065
C  -1.35  -2.14  9.35  -0.070
C  -0.94  -3.27  8.66  -0.064
C  -0.33  -3.14  7.42  0.000
H  -0.40  0.26  7.15  0.121
H  -1.48  0.01  9.35  0.110
H  -1.83  -2.24  10.32  0.109
H  -1.09  -4.25  9.09  0.110
H  -0.01  -4.03  6.88  0.120